Entry 1:
Entry from the Open Molecules 2025 dataset: C5H7NO in the gas phase at a distorted geometry (the ωB97M-V functional and the def2-TZVPD basis).

## Properties
Multiplicity: 1
Structure (SMILES): C[C@]12N[C@H]1CC2=O
Energy relative to the best compared isomer or geometry (same formula, charge and spin) in kcal per mole: 93.5

Geometry as XYZ:
```
14
Properties=species:S:1:pos:R:3:lowdin_charge:R:1
C -1.86 -0.07 0.00 -0.020
C -0.40 -0.35 0.02 -0.553
N 0.02 -1.22 1.06 0.164
C 0.59 0.45 0.75 -0.131
C 1.74 0.47 -0.20 -0.031
C 0.43 0.00 -1.32 -0.184
O 0.04 0.33 -2.40 0.113
H -2.05 0.79 -0.64 0.085
H -2.24 0.13 1.01 0.090
H -2.38 -0.95 -0.39 0.088
H 0.94 -1.62 0.95 0.061
H 0.36 1.27 1.43 0.135
H 2.30 -0.45 -0.27 0.079
H 2.46 1.32 -0.08 0.105
```


Entry 2:
Entry from the Open Molecules 2025 dataset: 4 unconnected molecules or ions with the total composition C5H20N2O4 at a distorted geometry (the ωB97M-V functional and the def2-TZVPD basis).

## Properties
Multiplicity: 1
Structure (SMILES): CC[C@@H](CN)NCO.O.O.O
Energy relative to the best compared isomer or geometry (same formula, charge and spin) in kcal per mole: 23.9

Geometry as XYZ:
```
31
Properties=species:S:1:pos:R:3:lowdin_charge:R:1
C 1.33 -1.63 -1.27 -0.083
C 1.90 -0.97 -0.01 -0.202
C 1.06 0.07 0.68 -0.345
C 1.15 0.15 2.20 -0.241
N 0.13 1.07 2.70 0.012
N 1.42 1.43 0.14 0.001
C 0.47 1.89 -0.85 -0.286
O -0.72 2.51 -0.34 -0.071
H 1.91 -1.46 -2.17 0.071
H 1.14 -2.70 -1.20 0.067
H 0.36 -1.15 -1.46 0.030
H 2.24 -1.74 0.70 0.108
H 2.88 -0.57 -0.28 0.106
H 0.02 -0.01 0.41 0.113
H 2.10 0.58 2.47 0.115
H 1.14 -0.87 2.61 0.110
H 0.14 1.07 3.71 0.074
H -0.77 0.80 2.34 0.048
H 1.30 2.10 0.89 0.087
H 0.91 2.57 -1.58 0.116
H 0.05 1.04 -1.40 0.080
H -0.54 3.28 0.21 0.079
O -2.82 -0.43 0.99 -0.060
H -2.80 -0.34 0.03 0.005
H -2.70 0.46 1.34 0.022
O -1.74 0.07 -2.46 -0.054
H -1.94 1.01 -2.51 0.055
H -2.56 -0.38 -2.71 0.052
O -2.02 -2.53 -1.02 -0.052
H -1.44 -2.09 -1.65 -0.001
H -1.61 -3.25 -0.54 0.043
```


Entry 3:
Entry from the Open Molecules 2025 dataset: a molecular structure, C43H39As2ClGeIr at a distorted geometry (the ωB97M-V functional and the def2-TZVPD basis).

## Properties
Multiplicity: 2
DFT total energy in eV: -238761.321
<S²>: 0.78
Charge: +2

Geometry as XYZ:
```
87
Properties=species:S:1:pos:R:3:lowdin_charge:R:1
Ir -0.22 -0.11 0.13 0.373
C -2.97 0.64 -1.89 -0.411
C -2.63 -0.74 -2.40 -0.410
As -2.01 -1.90 -0.93 1.279
C -2.03 -3.62 -1.81 -0.365
C -1.75 -3.71 -3.17 -0.099
C -1.91 -4.92 -3.83 -0.045
C -2.31 -6.05 -3.12 -0.033
C -2.56 -5.97 -1.76 -0.045
C -2.41 -4.76 -1.10 -0.087
C -3.55 -1.96 0.29 -0.378
C -4.86 -2.08 -0.15 -0.089
C -5.90 -2.15 0.77 -0.049
C -5.62 -2.12 2.13 -0.043
C -4.32 -2.00 2.58 -0.050
C -3.29 -1.89 1.66 -0.127
As -1.36 1.62 -1.34 1.236
C -0.38 1.84 -3.01 -0.407
C 1.01 1.82 -2.99 -0.146
C 1.72 2.01 -4.17 -0.050
C 1.04 2.21 -5.36 -0.043
C -0.34 2.23 -5.38 -0.049
C -1.06 2.06 -4.21 -0.096
C -2.16 3.39 -1.13 -0.359
C -3.40 3.54 -0.53 -0.110
C -4.02 4.78 -0.51 -0.052
C -3.39 5.88 -1.07 -0.043
C -2.14 5.74 -1.66 -0.049
C -1.52 4.50 -1.69 -0.099
H -3.63 0.55 -1.01 0.063
H -3.51 1.23 -2.64 0.094
H -1.83 -0.68 -3.15 0.061
H -3.50 -1.22 -2.87 0.098
H -1.42 -2.84 -3.73 0.101
H -1.71 -4.99 -4.89 0.120
H -2.41 -6.99 -3.63 0.122
H -2.87 -6.84 -1.21 0.121
H -2.59 -4.68 -0.03 0.111
H -5.08 -2.14 -1.21 0.113
H -6.92 -2.23 0.43 0.120
H -6.43 -2.20 2.84 0.119
H -4.11 -1.98 3.64 0.120
H -2.26 -1.76 1.99 0.055
H 1.53 1.65 -2.05 0.081
H 2.80 2.00 -4.15 0.119
H 1.59 2.34 -6.27 0.119
H -0.87 2.39 -6.31 0.119
H -2.14 2.11 -4.23 0.110
H -3.91 2.69 -0.09 0.095
H -4.99 4.89 -0.06 0.117
H -3.86 6.85 -1.05 0.119
H -1.65 6.59 -2.11 0.119
H -0.55 4.38 -2.16 0.108
C 0.29 -1.66 3.72 -0.208
Ge 0.24 -0.02 2.57 0.918
C -1.25 1.07 3.47 -0.310
C -2.30 1.54 2.71 -0.160
C -3.43 2.05 3.34 -0.078
C -3.48 2.10 4.73 -0.067
C -2.40 1.66 5.48 -0.058
C -1.27 1.15 4.85 -0.095
C 1.78 1.08 3.25 -0.246
C 2.63 0.51 4.18 -0.098
C 3.79 1.14 4.60 -0.048
C 4.07 2.41 4.15 0.007
C 3.22 3.07 3.24 -0.154
C 3.48 4.37 2.79 -0.007
C 2.63 5.02 1.92 -0.057
C 1.50 4.36 1.45 -0.065
C 1.21 3.08 1.88 -0.064
C 2.05 2.40 2.78 -0.190
H 0.37 -1.38 4.77 0.035
H 1.12 -2.31 3.46 0.029
H -0.62 -2.23 3.60 0.008
H -2.26 1.50 1.62 0.036
H -4.26 2.40 2.76 0.101
H -4.35 2.50 5.22 0.113
H -2.43 1.70 6.55 0.115
H -0.44 0.82 5.44 0.105
H 2.41 -0.47 4.57 0.087
H 4.45 0.65 5.29 0.116
H 4.95 2.93 4.52 0.125
H 4.39 4.86 3.12 0.122
H 2.84 6.03 1.60 0.113
H 0.83 4.85 0.76 0.099
H 0.30 2.60 1.52 0.052
Cl 0.96 -1.30 -1.48 0.041
```


Q: What is the formula in the second record?
A: C5H20N2O4


Q: Look up the multiplicity of the second one.
A: 1